Record 1
ORCA calculation (the ωB97M-V functional and the def2-TZVPD basis) on a cluster of 2 separate species, C2H2ClO3P in total.

XYZ file:
```
9
Properties=species:S:1:pos:R:3:forces:R:3:mulliken_charge:R:1
C -1.33964 1.45881 -1.74525 0.307 -1.013 0.517 -0.467
C -0.30393 0.05422 0.52954 0.687 -0.201 -1.964 -0.214
O 1.98944 -1.44005 -0.51217 -0.890 0.507 1.103 -0.758
O -0.64341 -1.31841 0.37991 1.185 -0.123 -0.040 -0.375
O 1.34032 -1.57565 2.05436 0.629 0.281 -0.813 -0.715
P 1.07971 -1.08633 0.64945 -1.269 -1.035 -0.195 0.785
Cl -0.78391 0.70985 2.08572 -0.744 0.817 1.116 -0.256
H -0.48738 0.94354 -2.26571 -0.238 0.321 0.232 0.013
H -0.85120 2.25401 -1.17586 0.332 0.446 0.043 -0.013
```
Positions in Å, forces in eV/Å.

Results
2S+1   1
Energy relative to the best compared isomer or geometry (same formula, charge and spin)   6.380 eV
Net charge   -2
E_HOMO (spin up / spin down)   1.33 / 0.41 eV
Max |F|   2.1 eV/Å

=====

Record 2
ORCA calculation (the ωB97M-V functional and the def2-TZVPD basis) on the molecule C2H2ClP.

XYZ file:
```
6
Properties=species:S:1:pos:R:3:forces:R:3:mulliken_charge:R:1
C -1.45787 -0.51759 0.45126 -0.773 -0.119 0.056 0.186
C -0.35606 -0.09586 0.60425 1.875 0.292 -0.944 -0.459
P 1.30011 0.51432 0.30285 0.107 0.483 0.918 0.048
Cl 1.06903 1.63924 -1.43178 -0.071 -0.516 0.161 -0.195
H -2.43198 -0.85306 0.26401 -0.699 -0.272 0.103 0.352
H 1.87679 -0.68706 -0.19059 -0.440 0.133 -0.294 0.067
```
Positions in Å, forces in eV/Å.

Results
2S+1   1
Energy relative to the best compared isomer or geometry (same formula, charge and spin)   0.624 eV
SMILES string   C#CPCl
E_HOMO   -9.45 eV
Max |F|   2.1 eV/Å

=====

Record 3
ORCA calculation (the ωB97M-V functional and the def2-TZVPD basis) on a structure of composition C2H2CuLiO2.

XYZ file:
```
8
Properties=species:S:1:pos:R:3:forces:R:3:lowdin_spin:R:1
H 3.41115 2.99143 -1.93671 -1.985 -0.669 1.253 0.000
O -2.00561 -1.55947 0.63748 -1.535 -0.759 -0.149 0.192
C -0.99620 -1.00854 0.57459 1.562 0.801 -0.094 0.312
C 0.21710 -0.31997 0.52586 0.197 0.304 0.105 0.109
O 0.35773 0.64200 -0.25514 -0.132 -0.044 0.132 0.358
Li -3.78320 -2.47978 0.15442 0.257 0.123 0.097 0.001
H 0.97102 -0.67381 1.24714 -0.138 0.015 -0.199 0.000
Cu 1.82801 2.40815 -0.94764 1.775 0.229 -1.145 0.028
```
Positions in Å, forces in eV/Å.

Results
2S+1   2
Energy relative to the best compared isomer or geometry (same formula, charge and spin)   3.442 eV
⟨S²⟩   0.765
Net charge   +1
E_HOMO (spin up / spin down)   -10.16 / -10.11 eV
Max |F|   2.4 eV/Å

=====

Q: Number 2 is which compound?
A: C2H2ClP